#A
C3H2FO3 | wB97M-V/def2-TZVPD

The HOMO energy comes out at -3.5 eV. Its charge is -1. The spin multiplicity is 1. The value obtained for the orbital gap is 7.567 eV. The calculation puts the LUMO energy at 4.10 eV.

Positions of all 9 atoms, in Å:
C -1.74749 0.23554 -0.28741
C 1.40843 0.27935 0.21968
C -0.51093 -0.39503 0.08060
O -1.04016 -0.17472 -1.27803
O -2.67340 0.99631 -0.01639
O 1.90735 1.42022 0.00958
F -0.33320 -1.69638 0.32704
H 1.35533 0.04512 1.30673
H 1.63407 -0.71041 -0.36181

Atomic partial charges in e from the natural (NBO) method, atoms 1 to 6: 0.702 0.101 0.274 -0.494 -0.623 -0.767

#B
C3H2FO3 | wB97M-V/def2-TZVPD

As for the SMILES: O=C([O-])[C@@]1(F)CO1. The HOMO energy comes out at -4.6 eV. Its charge is -1. The spin multiplicity is 1. The value obtained for the orbital gap is 8.844 eV. The calculation puts the LUMO energy at 4.23 eV.

Positions of all 9 atoms, in Å:
C 0.57018 1.32573 2.30517
C 0.30276 0.15916 -0.25977
C 0.65348 1.34090 0.59129
O 1.12084 0.24931 2.62026
O 0.20626 2.29330 2.91181
O -0.78421 0.99887 -0.28072
F 1.34940 2.38537 0.11658
H 0.75518 0.00521 -1.20775
H 0.13403 -0.83870 0.11867

Atomic partial charges in e from the natural (NBO) method, atoms 1 to 6: 0.767 -0.138 0.477 -0.758 -0.699 -0.611

Ordering by calculated energy gives the sequence #B, #A, with the first entry being the most stable.

#A
C15H23N3O3 | wB97M-V/def2-TZVPD

The HOMO energy comes out at -8.7 eV. Its charge is 0. The spin multiplicity is 1. The value obtained for the orbital gap is 9.512 eV. The calculation puts the LUMO energy at 0.80 eV.

Positions of all 44 atoms, in Å:
C 0.71198 3.92443 -0.34309
C 0.93598 2.83909 0.63783
H -0.00252 2.39596 0.72366
H 1.12498 3.24568 1.57647
O 1.85080 1.73822 0.19058
C 1.53911 0.92071 -0.55101
O 0.47474 0.79851 -1.05810
C 2.79238 0.15872 -0.99097
C 2.37680 -1.22083 -1.53177
N 2.02709 -2.26876 -0.47884
C 2.76076 -2.09999 0.72964
C 2.99079 -0.84843 1.26715
C 3.75636 -0.19639 0.23082
H 4.70227 -0.35751 0.04503
H 3.92837 0.94501 0.65639
H 2.09512 -0.54145 1.86086
H 3.79991 -1.24702 2.27215
H 3.74185 -2.78872 0.48041
H 2.45949 -2.87542 1.35999
C 0.55171 -2.43648 -0.23665
C -0.37090 -1.38873 0.01421
N -1.56611 -0.96063 -0.29674
C -1.89957 0.08803 0.37761
N -1.15381 0.29519 1.48464
O -0.06105 -0.47353 0.94420
C -3.08454 0.70804 0.05574
C -4.32874 -0.37258 0.46911
C -4.71665 -1.15534 -0.45313
C -5.70412 -0.14059 -0.18310
H -6.51864 -0.22951 0.32100
H -5.66357 0.68797 -1.18028
H -5.11564 -2.26388 -0.09330
H -4.16790 -1.41784 -1.31488
H -4.42715 -0.47543 1.51859
H -3.20575 1.55144 0.63678
H -3.18276 1.10635 -0.96395
H 0.48049 -3.32148 0.16125
H 0.19795 -2.76707 -1.06831
H 3.30597 -1.61230 -1.90886
H 1.53418 -0.99024 -2.09365
H 3.43206 0.59724 -1.50148
H 1.47366 4.50707 -0.32202
H -0.18883 4.60552 -0.09762
H 0.31346 3.33700 -1.34632

Atomic partial charges in e from the natural (NBO) method, atoms 1 to 6: -0.619 -0.095 0.214 0.199 -0.451 0.831

#B
C15H23N3O3 | wB97M-V/def2-TZVPD

As for the SMILES: NCCCC[C@H](N)C(=O)N[C@@H](Cc1ccccc1)C(=O)O. The HOMO energy comes out at -9.0 eV. Its charge is 0. The spin multiplicity is 1. The value obtained for the orbital gap is 9.301 eV. The calculation puts the LUMO energy at 0.32 eV.

Positions of all 44 atoms, in Å:
C -0.15474 -0.65931 2.11282
C 0.54550 -0.51712 0.82137
C 0.22905 -1.90825 2.84396
C 0.09997 -3.15550 1.93436
C -0.41050 -4.44238 2.69184
C -1.70694 -4.24018 3.64947
C 1.17259 1.13924 -0.88911
C 2.72493 1.16160 -1.03868
C 0.37213 2.51080 -1.19026
C 0.25503 3.09908 -2.59704
C 1.23802 3.92575 -3.11963
C -0.89866 2.84253 -3.36905
C 1.02113 4.57528 -4.38619
C -1.17008 3.55683 -4.47625
C -0.21446 4.41574 -4.99525
H -1.51122 -1.13697 0.73491
H -2.02670 0.17439 1.57157
H 0.23197 0.19574 2.71029
H 1.32777 -1.87545 3.06784
H -0.30705 -2.12218 3.81863
H -0.62969 -2.89647 1.14236
H 0.96417 -3.41687 1.35252
H -0.79191 -5.13169 1.86055
H 0.51404 -4.70957 3.28037
H -1.46900 -3.61389 4.52117
H -2.16503 -5.20548 3.82498
H -2.82288 -3.65316 2.05166
H -2.27195 -2.47736 3.16390
H 1.04572 1.35287 1.18513
H 0.79471 0.31826 -1.48430
H 0.55687 3.28141 -0.48867
H -0.69178 2.32999 -1.03970
H 2.19518 3.98273 -2.66519
H -1.67631 2.10363 -3.11828
H 1.72882 5.25103 -4.81459
H -2.13874 3.54911 -4.95474
H -0.41037 4.83481 -5.97865
H 2.46481 -0.73353 -0.84476
N -1.57282 -0.70859 1.69945
N -2.72193 -3.39846 3.08778
N 0.89301 0.73327 0.47851
O 0.75301 -1.41356 -0.02235
O 3.41206 2.12977 -1.26311
O 3.22230 -0.04789 -0.86965

Atomic partial charges in e from the natural (NBO) method, atoms 1 to 6: -0.139 0.677 -0.424 -0.403 -0.428 -0.220

Ordering by calculated energy gives the sequence #B, #A, with the first entry being the most stable.

#A
C4H11NO | wB97M-V/def2-TZVPD

The HOMO energy (alpha / beta) comes out at -13.2 / -13.2 eV. Its charge is +1. The spin multiplicity is 2. The value obtained for the orbital gap (alpha / beta) is 9.089 / 5.458 eV. The calculation puts the LUMO energy (alpha / beta) at -4.15 / -7.78 eV.

Positions of all 17 atoms, in Å:
C 0.55290 -1.04691 -1.24313
N -1.79562 -0.61490 0.32052
C -1.61730 0.25343 -0.77269
C -0.50898 0.01323 -1.56347
C -2.76721 1.15167 -1.08824
H -0.02350 -1.95609 -1.24467
H 0.92442 -0.95027 -0.22140
H 1.23338 -1.06811 -2.08694
H -0.93154 -1.11226 0.46004
H -2.64239 -1.17919 0.29290
H -0.13813 0.71260 -2.32002
H -3.22802 1.52716 -0.19686
H -2.42474 2.05995 -1.60080
H -3.48980 0.73150 -1.81753
H 5.09414 0.96539 4.70179
H 5.89503 0.12321 3.72716
O 5.86736 0.38958 4.65335

Atomic partial charges in e from the natural (NBO) method, atoms 1 to 6: -0.697 -0.632 0.303 0.057 -0.705 0.248

#B
C4H11NO | wB97M-V/def2-TZVPD

The HOMO energy (alpha / beta) comes out at -15.5 / -15.5 eV. Its charge is +1. The spin multiplicity is 2. The value obtained for the orbital gap (alpha / beta) is 10.755 / 5.610 eV. The calculation puts the LUMO energy (alpha / beta) at -4.74 / -9.87 eV.

Positions of all 17 atoms, in Å:
C 0.09405 -1.62604 -1.00119
C 0.23738 -1.67166 0.52417
H -0.15305 -2.62140 -1.35972
H -0.65381 -0.97485 -1.43902
H 1.08349 -1.33155 -1.33593
H 0.74568 -2.60031 0.80512
H -0.74963 -1.52261 1.05731
H 1.04014 -0.97052 0.87338
C 0.50366 1.52049 -0.62739
C -0.08009 1.76628 0.67760
O 0.56213 2.26527 1.62985
N -1.33397 1.36450 1.00614
H 0.05002 0.81812 -1.30744
H 1.53598 1.19507 -0.54848
H -1.63335 1.15931 1.96031
H -1.97956 0.87537 0.38532
H 0.73092 2.35454 -1.30004

Atomic partial charges in e from the natural (NBO) method, atoms 1 to 6: -0.621 -0.629 0.237 0.182 0.213 0.250

#C
C4H11NO | wB97M-V/def2-TZVPD

The HOMO energy (alpha / beta) comes out at -14.5 / -15.3 eV. Its charge is +1. The spin multiplicity is 2. The value obtained for the orbital gap (alpha / beta) is 10.749 / 8.322 eV. The calculation puts the LUMO energy (alpha / beta) at -3.73 / -6.97 eV.

Positions of all 17 atoms, in Å:
C -0.64540 2.27316 0.19962
C -0.91654 1.05942 -0.70024
C -0.37473 -0.24650 -0.21851
C -0.53665 -0.60430 1.11979
N 0.05607 -1.66658 1.64110
H -0.14158 3.06883 -0.34360
H -0.05153 2.03017 1.08644
H -1.59327 2.68642 0.53477
H -1.97506 0.94550 -0.96519
H -0.43700 1.16910 -1.67252
H 0.23998 -0.80321 -0.91959
H -1.16283 -0.01794 1.77183
H -0.28094 -1.95327 2.55434
H 0.24964 -2.47150 1.03117
H 2.62668 -1.31330 -1.11122
H 2.80981 -2.26987 -2.28844
O 2.13335 -1.88611 -1.71974

Atomic partial charges in e from the natural (NBO) method, atoms 1 to 6: -0.617 -0.500 0.042 0.100 -0.596 0.250

Ordering by calculated energy gives the sequence #C, #A, #B, with the first entry being the most stable.

#A
CH5NOS2 | wB97M-V/def2-TZVPD

As for the SMILES: NC=O.SS. The HOMO energy comes out at -9.2 eV. Its charge is 0. The spin multiplicity is 1. The value obtained for the orbital gap is 9.392 eV. The calculation puts the LUMO energy at 0.23 eV.

Positions of all 10 atoms, in Å:
S -2.18932 0.92631 -0.93795
S -2.23453 -0.70504 0.42531
H -1.06533 0.43348 -1.63404
H -3.46420 -1.12282 -0.00089
C 1.79026 0.15298 -0.24979
N 1.20005 -0.11478 1.01983
O 1.19090 0.20640 -1.33437
H 2.95927 0.21308 -0.15284
H 0.14196 -0.17831 1.03679
H 1.67095 0.18871 1.82795

Atomic partial charges in e from the natural (NBO) method, atoms 1 to 6: -0.168 -0.186 0.193 0.158 0.539 -0.839

#B
CH5NOS2 | wB97M-V/def2-TZVPD

As for the SMILES: NC=O.SS. The HOMO energy comes out at -9.3 eV. Its charge is 0. The spin multiplicity is 1. The value obtained for the orbital gap is 9.660 eV. The calculation puts the LUMO energy at 0.38 eV.

Positions of all 10 atoms, in Å:
S -0.76173 3.53731 1.05225
S -0.89020 2.48296 -0.73031
H 0.53706 3.29164 1.26738
H -1.65832 1.52564 -0.20608
C -0.12126 -1.97494 0.00248
N 1.08265 -1.60860 -0.47543
O -1.12830 -2.04524 -0.66748
H -0.10245 -2.20647 1.09060
H 1.14968 -1.41793 -1.46081
H 1.89288 -1.58436 0.12740

Atomic partial charges in e from the natural (NBO) method, atoms 1 to 6: -0.132 -0.128 0.124 0.137 0.522 -0.819

Ordering by calculated energy gives the sequence #B, #A, with the first entry being the most stable.

#A
C5H13NO2 | wB97M-V/def2-TZVPD

As for the SMILES: CCNCCC=O.O. The HOMO energy comes out at -8.3 eV. Its charge is 0. The spin multiplicity is 1. The value obtained for the orbital gap is 9.038 eV. The calculation puts the LUMO energy at 0.79 eV.

Positions of all 21 atoms, in Å:
C -2.31463 -0.82650 1.33916
N -1.42556 0.00944 0.49311
C -1.37427 -0.37997 -0.94748
C -0.96383 0.64247 -1.99682
C 0.54864 0.58644 -2.39683
O 0.84567 -0.61414 -2.60039
C -1.72151 -0.80959 2.70394
H -3.30004 -0.49533 1.18053
H -2.32953 -1.89776 0.92276
H -1.37923 0.87544 0.77672
H -2.42069 -0.71529 -1.20350
H -0.55957 -1.23640 -0.95681
H -1.46831 0.60174 -2.98017
H -1.12094 1.69301 -1.61038
H 1.17937 1.40946 -2.58300
H -0.61315 -1.00387 2.67722
H -1.76605 0.10220 3.26549
H -2.25709 -1.63066 3.25435
H 5.71621 1.75668 1.61808
H 5.56979 0.27398 2.42235
O 5.36455 1.22958 2.29448

Atomic partial charges in e from the natural (NBO) method, atoms 1 to 6: -0.215 -0.655 -0.227 -0.506 0.416 -0.532

#B
C5H13NO2 | wB97M-V/def2-TZVPD

As for the SMILES: N[C@H](CO)CCCO. The HOMO energy comes out at -9.1 eV. Its charge is 0. The spin multiplicity is 1. The value obtained for the orbital gap is 9.871 eV. The calculation puts the LUMO energy at 0.73 eV.

Positions of all 21 atoms, in Å:
C 0.48783 0.00191 2.10113
O -0.82294 0.32313 2.55013
C 0.63444 0.14743 0.55696
C 0.54781 -1.14298 -0.22665
C 0.16314 -0.88257 -1.72571
C -1.24106 -0.39487 -1.94404
O -1.58176 0.87574 -1.37427
N 1.89143 0.86848 0.25300
H 0.61468 -1.04034 2.34849
H 1.22445 0.58866 2.64330
H -1.20646 1.03421 2.02856
H -0.26715 0.72303 0.32977
H 1.48189 -1.70631 -0.25445
H -0.25999 -1.72766 0.22387
H 0.88678 -0.10895 -2.01254
H 0.40281 -1.76286 -2.31215
H -1.47404 -0.32598 -3.00096
H -1.98812 -1.08902 -1.57400
H 1.77636 1.86876 0.18079
H -1.46194 1.54420 -2.00903
H 2.25334 0.49661 -0.61443

Atomic partial charges in e from the natural (NBO) method, atoms 1 to 6: -0.058 -0.729 -0.098 -0.403 -0.425 -0.071

Ordering by calculated energy gives the sequence #B, #A, with the first entry being the most stable.